{
  "formula": "C4H4Cl4O2S",
  "method": "ωB97M-V with the def2-TZVPD basis set",
  "relative_energy_kcal_mol": 52.7,
  "orbital_gap_ha": [0.2818, 0.2914],
  "total_energy_ha": -2544.10050,
  "homo_energy_ev": [-9.437, -9.599],
  "symbols": ["C", "C", "C", "C", "O", "O", "S", "Cl", "Cl", "Cl", "Cl", "H", "H", "H", "H"],
  "coordinates": [[-0.49913, -0.79600, 0.63510], [-0.57191, 1.33773, -0.62138], [1.43557, -0.01662, -1.23300], [-1.24705, 0.07443, -0.28558], [0.91136, -2.61223, -0.77686], [2.10367, -1.26762, 0.89955], [1.07185, -1.31699, -0.16410], [-1.29815, 2.15602, -1.92512], [2.67667, 1.03791, -1.05675], [-2.92703, 0.45962, 0.45306], [-1.63341, -0.86250, -1.75038], [-0.16619, -0.47786, 1.69189], [-0.89121, -1.87485, 0.84474], [-0.00638, 2.00913, 0.07739], [1.14782, -0.26621, -2.29279]],
  "lowdin_charge": [-0.333, -0.649, -0.777, -1.266, -0.311, -0.361, 0.564, 0.677, 0.742, 0.557, 0.680, 0.146, 0.145, 0.111, 0.076]
}

***

{
  "formula": "C4H4ClF3",
  "method": "ωB97M-V with the def2-TZVPD basis set",
  "relative_energy_kcal_mol": 22.3,
  "orbital_gap_ha": 0.4021,
  "smiles": "C=C(Cl)[C@H](F)C(F)F",
  "total_energy_ha": -914.55364,
  "homo_energy_ev": -10.224,
  "symbols": ["C", "C", "C", "C", "F", "F", "F", "Cl", "H", "H", "H", "H"],
  "coordinates": [[1.24806, 0.91671, -0.72779], [0.73386, -0.16420, -0.24331], [-0.78188, -0.70956, -0.83336], [-1.67358, -1.05365, 0.41697], [-1.24203, 0.39027, -1.55900], [-2.98366, -1.34402, 0.10130], [-1.76797, -0.04529, 1.33839], [1.64848, -1.13440, 0.85422], [2.24958, 1.12942, -0.36136], [0.85789, 1.42519, -1.57636], [-0.60964, -1.53010, -1.54260], [-1.31963, -1.89897, 0.89056]],
  "lowdin_charge": [-0.031, -0.671, -0.151, -0.319, -0.012, 0.044, 0.063, 0.672, 0.069, 0.069, 0.150, 0.117]
}

***

{
  "formula": "C4H4ClF3",
  "method": "ωB97M-V with the def2-TZVPD basis set",
  "relative_energy_kcal_mol": 22.8,
  "orbital_gap_ha": 0.4167,
  "smiles": "C=C(C(F)F)[C@@H](F)Cl",
  "total_energy_ha": -914.55291,
  "homo_energy_ev": -10.841,
  "symbols": ["C", "C", "C", "C", "H", "H", "H", "H", "F", "F", "F", "Cl"],
  "coordinates": [[-1.21920, -0.28729, 0.72463], [-0.00589, 0.13750, 0.02750], [-0.14614, 1.10884, -0.88942], [1.36967, -0.41140, -0.04127], [-0.97298, -0.72373, 1.66332], [-1.13385, 1.52995, -0.98201], [0.75342, 1.52542, -1.47182], [2.10153, 0.07257, -0.61256], [-1.99957, 0.82508, 0.68032], [1.51846, -1.72588, -0.36889], [1.79655, -0.40714, 1.28739], [-2.06201, -1.64389, -0.01719]],
  "lowdin_charge": [-0.707, -0.245, 0.122, -0.329, 0.098, 0.079, 0.118, 0.133, -0.033, 0.055, 0.018, 0.691]
}

***

{
  "formula": "C4H4ClFN2",
  "method": "ωB97M-V with the def2-TZVPD basis set",
  "relative_energy_kcal_mol": 98.2,
  "orbital_gap_ha": 0.3026,
  "total_energy_ha": -824.20848,
  "homo_energy_ev": -8.318,
  "symbols": ["C", "C", "C", "C", "H", "H", "H", "H", "N", "N", "F", "Cl"],
  "coordinates": [[-0.12906, -0.65178, -1.14574], [-0.22357, -1.61190, -0.13655], [0.16025, -1.09132, 1.11175], [0.45588, 0.24039, 0.78692], [-1.32790, 1.93754, -0.81381], [0.52943, 2.80364, -0.03664], [-0.32786, -0.50073, -2.20653], [-0.35438, -2.77192, -0.19712], [-0.04585, 1.86962, -0.96460], [0.15650, 0.46943, -0.49365], [0.71862, 1.24917, 1.61579], [0.38793, -1.94213, 2.48018]],
  "lowdin_charge": [-0.109, -0.118, -0.752, -0.353, 0.189, 0.258, 0.120, 0.137, 0.013, -0.212, 0.069, 0.759]
}

***

{
  "formula": "C4H4ClN",
  "method": "ωB97M-V with the def2-TZVPD basis set",
  "relative_energy_kcal_mol": 28.5,
  "orbital_gap_ha": 0.4057,
  "smiles": "C=C(Cl)CC#N",
  "total_energy_ha": -669.71607,
  "homo_energy_ev": -10.433,
  "symbols": ["C", "C", "C", "C", "H", "H", "H", "H", "N", "Cl"],
  "coordinates": [[-0.17503, 0.00012, -0.69977], [-1.30334, -0.53592, -0.97512], [0.29642, 0.46564, 0.78242], [1.58587, -0.07672, 1.27368], [-1.58312, -0.79402, -2.05014], [-2.05527, -0.74435, -0.26213], [0.39420, 1.57131, 0.78832], [-0.52836, 0.24821, 1.55133], [2.52450, -0.57037, 1.70146], [0.84415, 0.43610, -2.11004]],
  "lowdin_charge": [-0.679, -0.065, -0.157, -0.244, 0.095, 0.057, 0.113, 0.139, 0.144, 0.597]
}

***

{
  "formula": "C4H4ClNO2S2",
  "method": "ωB97M-V with the def2-TZVPD basis set",
  "relative_energy_kcal_mol": 28.5,
  "orbital_gap_ha": 0.3335,
  "total_energy_ha": -1616.51542,
  "homo_energy_ev": -9.456,
  "symbols": ["C", "C", "C", "C", "N", "O", "O", "S", "S", "Cl", "H", "H", "H", "H"],
  "coordinates": [[-0.72519, -1.98720, -0.78232], [0.44612, -1.56757, -0.11204], [-1.85756, -1.30285, -0.55081], [0.10943, -0.52291, 0.70515], [1.02607, 1.67832, -0.79845], [2.39825, 2.67569, 1.03127], [-0.05334, 2.86888, 1.20358], [-1.55987, -0.01908, 0.61475], [1.11205, 2.25863, 0.59681], [0.94814, 0.18066, 1.99824], [-0.61196, -2.82274, -1.49523], [1.36271, -1.93913, -0.22361], [-2.76653, -1.26013, -1.05400], [0.17168, 1.75944, -1.13335]],
  "lowdin_charge": [-0.197, -0.135, -0.359, -1.006, -0.118, -0.304, -0.345, 0.994, 0.483, 0.790, 0.121, 0.075, 0.045, -0.045]
}

***

{
  "formula": "C4H4ClNOS",
  "method": "ωB97M-V with the def2-TZVPD basis set",
  "relative_energy_kcal_mol": 65.8,
  "orbital_gap_ha": 0.3629,
  "smiles": "Sc1cc(CCl)on1",
  "total_energy_ha": -1143.08243,
  "homo_energy_ev": -9.285,
  "symbols": ["C", "C", "C", "C", "H", "H", "H", "H", "N", "O", "S", "Cl"],
  "coordinates": [[0.64700, -1.35035, -0.47191], [0.76846, -0.05477, -0.06497], [-0.55516, 0.32100, -0.08041], [-1.24876, 1.50811, 0.53506], [2.92965, -1.46146, -0.91551], [1.66935, 0.55078, 0.44152], [-2.34283, 1.62348, 0.07294], [-1.57070, 0.92142, 1.56714], [-0.57519, -1.83808, -0.61939], [-1.41700, -0.64532, -0.32880], [1.88485, -2.40960, -0.68703], [-0.18966, 2.83479, 0.55137]],
  "lowdin_charge": [-0.891, -0.083, -0.435, -0.621, -0.050, 0.167, 0.137, 0.163, 0.098, -0.008, 0.856, 0.665]
}

***

{
  "formula": "C4H4ClO3S",
  "method": "ωB97M-V with the def2-TZVPD basis set",
  "relative_energy_kcal_mol": 0.0,
  "orbital_gap_ha": [0.2015, 0.1722],
  "total_energy_ha": -1238.84837,
  "s2": 2.0066,
  "homo_energy_ev": [-2.679, -4.331],
  "charge": -1,
  "multiplicity": 3,
  "symbols": ["C", "C", "C", "C", "O", "O", "O", "S", "Cl", "H", "H", "H", "H"],
  "coordinates": [[1.45239, 1.82018, 1.61875], [0.04446, -0.51803, -1.05071], [-1.35348, -1.06975, -0.90161], [0.36025, 0.75041, 0.99242], [2.03499, 1.27723, 2.53761], [1.34514, 2.91789, 1.11275], [0.24303, 0.69539, -0.31003], [-2.07280, -1.25404, -2.55080], [0.28732, -0.71937, 1.87438], [0.67526, -1.19667, -0.60435], [0.29124, -0.51506, -2.16395], [-1.39133, -1.87051, -0.20128], [-1.91648, -0.31769, -0.35318]],
  "lowdin_spin": [0.045, 0.031, 0.102, 0.550, 0.048, 0.019, 0.193, 0.837, 0.128, 0.004, 0.008, 0.004, 0.031]
}

***

{
  "formula": "C4H4CoLiO2",
  "method": "ωB97M-V with the def2-TZVPD basis set",
  "relative_energy_kcal_mol": 0.0,
  "orbital_gap_ha": [0.2954, 0.1957],
  "total_energy_ha": -1695.11017,
  "s2": 3.7673,
  "homo_energy_ev": [-11.884, -11.026],
  "charge": 1,
  "multiplicity": 4,
  "symbols": ["H", "C", "C", "C", "C", "O", "O", "H", "H", "H", "Co", "Li"],
  "coordinates": [[3.43474, -0.76854, -3.62266], [-0.76021, 0.92636, 0.11013], [-1.66639, 0.43017, -0.96042], [-0.27873, -0.10242, -0.96208], [0.71958, -0.82741, -1.25052], [1.66897, -1.55709, -1.28968], [-0.90791, 0.53012, 1.37144], [-0.30223, 1.91000, -0.05527], [-1.92313, 1.10270, -1.78277], [-2.44823, -0.27102, -0.65729], [-0.13559, -0.51873, 2.47881], [3.33633, -1.78280, -2.19801]],
  "lowdin_spin": [0.816, 0.010, 0.002, 0.004, 0.012, 0.034, 0.061, 0.001, 0.000, 0.000, 1.910, 0.150]
}

***

{
  "formula": "C4H4CuO6",
  "method": "ωB97M-V with the def2-TZVPD basis set",
  "relative_energy_kcal_mol": 77.3,
  "orbital_gap_ha": [0.2374, 0.2204],
  "total_energy_ha": -2246.20916,
  "s2": 2.0096,
  "homo_energy_ev": [-12.267, -14.614],
  "charge": 1,
  "multiplicity": 3,
  "symbols": ["O", "C", "C", "O", "H", "H", "H", "C", "O", "O", "H", "O", "C", "O", "Cu"],
  "coordinates": [[2.12006, -1.07076, -0.69895], [0.97903, -1.37951, -0.24030], [0.00831, -0.29370, 0.12774], [-1.31742, -0.67660, -0.09773], [0.30798, -1.03368, 1.15978], [0.52457, -2.30771, -0.62650], [0.20663, 0.51892, -0.59284], [-2.21921, 0.27090, -0.40569], [-2.06537, 1.16144, -1.19404], [-3.34750, 0.06317, 0.24407], [-3.36122, -0.80855, 0.66389], [2.47376, 1.83958, -0.08191], [1.65674, 2.08851, 0.82436], [0.75959, 1.41602, 1.33067], [3.27406, 0.21195, -0.41256]],
  "lowdin_spin": [0.168, 0.046, 0.015, -0.002, 0.005, 0.008, 0.011, 0.000, 0.000, 0.000, 0.000, 0.293, 0.533, 0.258, 0.664]
}